# 1
{"formula": "C24H36F3O19V", "method": "ωB97M-V/def2-TZVPD", "largest_force_ha_per_bohr": 0.1148, "s_squared": 0.758, "total_charge": 1, "homo_ev": [-12.26, -12.26], "total_energy_ha": -3608.9672, "multiplicity": 2, "gap_ev": [7.74, 4.35], "elements": ["O", "V", "O", "C", "O", "O", "C", "F", "F", "F", "C", "C", "H", "H", "H", "H", "H", "H", "C", "C", "C", "O", "C", "O", "O", "H", "H", "H", "H", "H", "H", "C", "C", "C", "O", "C", "O", "O", "H", "H", "H", "H", "H", "H", "C", "C", "C", "O", "C", "O", "O", "H", "H", "H", "H", "H", "H", "C", "C", "C", "O", "C", "O", "O", "H", "H", "H", "H", "H", "H", "C", "C", "C", "O", "C", "O", "O", "H", "H", "H", "H", "H", "H"], "coordinates": [[0.137, -0.590, 0.286], [-0.772, -1.516, -0.652], [-2.167, -0.655, -0.690], [0.446, -3.850, -2.028], [0.960, -3.105, -1.001], [-0.792, -3.142, -2.199], [1.485, -4.008, -3.210], [0.952, -4.667, -4.238], [1.991, -2.907, -3.724], [2.557, -4.719, -2.876], [1.837, -3.765, -0.063], [2.662, -2.651, 0.645], [3.444, -3.093, 1.262], [3.212, -2.045, -0.075], [2.074, -2.009, 1.302], [2.593, -4.432, -0.479], [1.243, -4.337, 0.649], [0.182, -4.850, -1.684], [-1.354, 0.696, 2.959], [0.150, 1.066, 3.349], [0.383, 1.481, 4.742], [1.408, 0.695, 5.264], [1.500, -0.341, 4.416], [2.230, -1.317, 4.689], [0.823, -0.159, 3.296], [-1.893, 1.641, 2.894], [-1.836, 0.186, 3.792], [-1.384, 0.177, 2.001], [0.710, 1.777, 2.742], [-0.484, 1.218, 5.349], [0.623, 2.539, 4.837], [1.350, -4.784, 4.383], [-0.126, -4.706, 4.073], [-0.762, -3.444, 4.669], [-1.122, -2.630, 3.560], [-0.788, -3.195, 2.387], [-0.951, -2.745, 1.287], [-0.284, -4.375, 2.634], [1.561, -5.068, 5.414], [1.915, -3.899, 4.090], [1.666, -5.645, 3.794], [-0.682, -5.576, 4.423], [-0.033, -2.972, 5.329], [-1.649, -3.684, 5.255], [-1.280, 3.940, -4.166], [-0.041, 3.341, -3.620], [0.195, 3.532, -2.133], [0.327, 2.196, -1.624], [0.099, 1.306, -2.650], [0.129, 0.050, -2.582], [-0.052, 1.973, -3.796], [-1.708, 3.461, -5.047], [-1.116, 5.002, -4.347], [-2.117, 3.853, -3.472], [0.851, 3.700, -4.133], [-0.685, 4.002, -1.694], [1.037, 4.207, -1.977], [-4.218, 1.510, -2.448], [-5.006, 2.834, -2.696], [-5.042, 3.134, -4.113], [-6.384, 3.492, -4.254], [-7.106, 2.969, -3.217], [-8.320, 2.797, -3.211], [-6.315, 2.481, -2.325], [-3.171, 1.627, -2.729], [-4.548, 0.678, -3.070], [-4.216, 1.263, -1.387], [-4.566, 3.610, -2.069], [-4.821, 2.323, -4.807], [-4.460, 4.020, -4.369], [2.981, 0.868, 0.725], [4.182, 1.626, 0.239], [4.208, 1.941, -1.251], [4.123, 3.367, -1.219], [4.187, 3.860, -0.030], [4.236, 5.049, 0.189], [4.033, 2.931, 0.812], [2.978, 0.778, 1.811], [2.832, -0.102, 0.251], [2.091, 1.429, 0.437], [5.098, 1.147, 0.584], [3.380, 1.499, -1.806], [5.190, 1.712, -1.664]], "atomic_forces_ev_per_a": [[-0.9, -1.5, -1.9], [-1.2, 4.9, 3.0], [3.0, -2.7, -0.3], [-1.1, 1.5, 0.7], [1.5, 0.1, 0.6], [1.2, -1.5, -1.7], [0.4, -0.5, -2.4], [-1.1, -0.2, 0.3], [-0.6, 1.4, 0.7], [-0.2, -0.5, 1.6], [1.5, 1.1, 1.7], [-0.2, -0.6, 0.0], [-0.1, -0.3, 0.1], [-0.3, -0.1, -0.2], [-0.1, 0.0, -0.2], [-0.5, 0.0, -0.8], [-0.2, 0.1, -0.1], [-0.3, -0.5, -0.3], [1.4, 2.0, 0.5], [-1.9, -0.3, -1.5], [-1.9, 1.7, 2.1], [0.6, -0.8, -0.9], [3.8, -3.1, 1.8], [-2.5, 2.3, -1.3], [1.1, -1.7, 0.0], [-0.2, 0.1, -0.3], [0.3, -0.5, -0.2], [0.0, 0.0, 0.3], [-0.6, -0.1, -0.9], [-0.3, 0.5, 0.1], [0.0, -0.1, 0.1], [-0.1, -1.3, -0.8], [0.1, 2.2, 0.3], [-0.1, -0.7, 0.7], [-0.2, 1.2, -1.0], [-0.1, -0.6, 3.0], [-0.4, 0.5, -1.5], [0.7, -2.2, -0.6], [-0.3, 0.3, 0.1], [-0.2, 0.1, 0.1], [0.6, 0.0, -0.1], [0.1, -0.2, -1.0], [-0.1, 0.5, -0.3], [-0.1, 0.2, -0.2], [-1.3, 0.7, 0.0], [1.1, 1.4, -0.4], [-0.9, 0.8, 0.0], [-0.1, -1.4, -0.8], [0.8, -1.4, 0.4], [-0.5, 3.1, 0.5], [-0.3, -3.4, 0.5], [0.8, 0.0, -0.4], [-0.2, 0.0, -0.2], [0.1, 0.1, 0.5], [-0.1, 0.1, -0.4], [0.0, -0.2, 0.3], [0.3, -0.7, 0.5], [0.8, 0.9, 0.2], [3.0, -3.7, 2.3], [-0.2, 1.5, -1.6], [-2.1, 0.6, -0.4], [-4.7, -0.8, -2.3], [2.8, 1.1, -0.1], [0.9, 0.3, 1.7], [0.2, 0.3, 0.0], [-0.5, 0.1, 0.2], [-0.2, -0.2, -0.1], [-0.5, 0.2, 0.1], [0.2, -0.2, 0.2], [0.2, -0.2, -0.1], [-0.7, -0.2, -0.3], [-0.7, -0.5, 0.4], [0.7, 0.5, 0.5], [0.0, -0.7, -4.4], [-0.4, 4.4, -0.3], [0.1, -1.0, 0.1], [0.6, -2.6, 4.1], [0.1, -0.2, -0.1], [0.4, 0.1, 0.2], [-0.1, 0.2, 0.1], [0.1, 0.3, 0.1], [0.1, 0.2, -0.1], [-0.3, -0.3, -0.4]], "mulliken_charge": [0.81, 0.89, -0.58, 0.70, -0.25, -0.45, 0.69, -0.26, -0.20, -0.24, -0.45, -0.92, 0.59, 0.39, -0.17, 0.56, 0.23, 0.45, -1.10, 0.39, -0.63, -0.35, 0.40, -0.63, 0.12, 0.49, 0.40, -0.10, 0.26, 0.34, 0.33, -1.37, 0.34, -0.44, -0.26, 0.49, -0.78, -0.33, 0.42, 0.29, 0.39, 0.31, 0.24, 0.33, -1.25, 0.36, -0.46, -0.26, 0.63, -0.73, -0.37, 0.40, 0.45, 0.05, 0.37, 0.29, 0.33, -1.22, 0.46, -0.27, -0.39, 0.58, -0.56, -0.34, 0.14, 0.40, 0.37, 0.28, 0.30, 0.26, -0.57, 0.37, -0.27, -0.40, 0.75, -0.61, -0.39, 0.29, -0.22, 0.10, 0.39, 0.12, 0.30]}

---

# 2
{"formula": "C24H36F4O18S3", "method": "ωB97M-V/def2-TZVPD", "largest_force_ha_per_bohr": 0.1236, "homo_ev": -9.92, "total_energy_ha": -3884.3773, "smiles": "O=C1OC[C@@H](F)O1.O=C1OC[C@@H](F)O1.O=C1OC[C@@H](F)O1.O=C1OC[C@@H](F)O1.O=S1(=O)CCCC1.O=S1(=O)CCCC1.O=S1(=O)CCCC1", "multiplicity": 1, "gap_ev": 10.03, "elements": ["C", "C", "O", "C", "O", "O", "F", "H", "H", "H", "C", "C", "O", "C", "O", "O", "F", "H", "H", "H", "C", "C", "O", "C", "O", "O", "F", "H", "H", "H", "C", "C", "O", "C", "O", "O", "F", "H", "H", "H", "C", "C", "C", "S", "O", "O", "C", "H", "H", "H", "H", "H", "H", "H", "H", "C", "C", "C", "S", "O", "O", "C", "H", "H", "H", "H", "H", "H", "H", "H", "C", "C", "C", "S", "O", "O", "C", "H", "H", "H", "H", "H", "H", "H", "H"], "coordinates": [[4.689, -3.201, -1.838], [3.485, -2.603, -1.105], [2.496, -3.593, -1.348], [2.859, -4.344, -2.423], [2.151, -5.180, -2.920], [4.109, -4.053, -2.778], [3.136, -1.392, -1.569], [5.302, -3.836, -1.198], [5.471, -2.541, -2.214], [3.705, -2.500, -0.042], [-3.937, 1.705, 3.408], [-3.671, 1.470, 4.923], [-2.472, 2.172, 5.068], [-1.804, 2.197, 3.884], [-0.721, 2.689, 3.723], [-2.631, 1.741, 2.927], [-3.546, 0.174, 5.092], [-4.371, 2.688, 3.225], [-4.533, 0.946, 2.900], [-4.415, 1.881, 5.605], [0.923, 2.126, -5.277], [-0.487, 1.582, -4.973], [-0.181, 0.217, -4.899], [1.130, 0.084, -4.518], [1.783, -0.973, -4.352], [1.757, 1.324, -4.578], [-1.395, 1.763, -5.904], [0.924, 3.144, -4.887], [1.190, 2.109, -6.334], [-0.820, 1.948, -4.002], [-4.442, 3.259, -2.570], [-4.180, 3.225, -4.110], [-4.043, 1.873, -4.362], [-3.752, 1.173, -3.250], [-3.429, -0.062, -3.296], [-3.860, 2.017, -2.188], [-3.060, 3.869, -4.092], [-5.514, 3.301, -2.375], [-3.923, 4.047, -2.026], [-4.919, 3.773, -4.694], [3.317, -0.194, 4.198], [2.670, 1.162, 4.492], [3.582, 1.699, 5.687], [5.283, 1.476, 5.116], [6.159, 1.140, 6.205], [5.583, 2.660, 4.286], [4.879, 0.054, 4.033], [2.847, -0.679, 3.343], [3.220, -0.822, 5.083], [1.610, 1.072, 4.728], [2.752, 1.825, 3.630], [3.356, 1.166, 6.611], [3.413, 2.760, 5.867], [5.587, -0.737, 4.282], [5.018, 0.523, 3.059], [-1.471, -3.805, -2.260], [-2.048, -2.627, -1.402], [-2.972, -3.322, -0.348], [-1.884, -4.743, 0.267], [-2.781, -5.869, 0.482], [-0.928, -4.336, 1.306], [-1.003, -4.938, -1.305], [-0.649, -3.517, -2.915], [-2.325, -4.184, -2.821], [-2.521, -1.862, -2.017], [-1.247, -2.149, -0.839], [-3.721, -3.937, -0.845], [-3.426, -2.655, 0.386], [-1.316, -5.894, -1.724], [0.041, -4.892, -0.994], [-0.375, 0.368, 0.906], [1.027, 0.680, 0.542], [1.110, 2.243, 0.447], [-0.477, 2.733, -0.408], [-0.210, 2.984, -1.798], [-1.206, 3.741, 0.431], [-1.297, 1.025, -0.115], [-0.502, 0.754, 1.918], [-0.601, -0.694, 0.816], [1.193, 0.222, -0.433], [1.681, 0.275, 1.315], [1.909, 2.771, -0.074], [1.087, 2.689, 1.441], [-0.979, 0.624, -1.077], [-2.386, 0.993, -0.131]], "atomic_forces_ev_per_a": [[0.9, 0.0, 1.0], [1.3, -1.1, 0.4], [0.1, 1.1, 0.3], [-1.1, -1.3, -0.5], [0.9, 1.2, 0.6], [0.0, -0.3, -1.4], [-0.5, 0.3, -0.4], [-0.4, -0.1, 0.7], [-0.8, 0.5, -0.7], [-0.5, -0.1, 0.1], [-0.9, 0.4, 1.0], [-1.4, 2.1, -2.0], [0.6, -0.4, 0.9], [0.4, 1.3, -0.4], [-0.9, -1.1, 0.2], [1.5, -0.2, -1.0], [0.7, -2.0, 0.9], [-0.3, 0.0, 0.1], [0.3, -0.1, 0.2], [0.2, 0.0, 0.0], [-2.2, 2.9, -0.8], [2.1, 0.2, 0.7], [1.1, -1.7, 1.2], [3.0, -3.1, -0.9], [-3.3, 4.1, -0.1], [0.3, -2.8, 1.5], [-0.9, 0.3, -1.1], [0.5, 0.1, -0.1], [-0.3, 0.1, -0.2], [-0.4, 0.0, 0.0], [-1.3, -0.6, -0.6], [-2.5, 0.3, 3.8], [0.0, -0.4, -1.5], [1.2, -4.1, 0.0], [-1.5, 6.1, 0.9], [0.1, -1.8, 0.3], [4.2, 1.6, -2.3], [0.0, -0.4, 0.5], [0.0, 0.0, -0.4], [0.0, -0.7, -0.5], [1.2, 0.0, 0.5], [1.5, 0.1, 1.0], [-1.4, 0.4, -0.9], [-1.1, 1.7, -0.7], [0.1, -0.3, -0.1], [-0.3, -1.9, 0.9], [-1.0, 1.0, -0.2], [0.4, -0.2, 0.0], [-0.3, -0.2, -0.1], [0.1, 0.1, 0.3], [0.1, 0.1, 0.0], [0.3, -0.2, -0.1], [0.3, 0.0, 0.0], [-0.3, -0.1, -0.3], [0.4, -0.5, -0.2], [-0.3, 0.3, 1.2], [0.2, -1.0, 0.5], [1.3, -0.5, -0.9], [-0.8, 1.0, 0.3], [0.7, 0.5, 0.2], [-1.1, -0.3, -1.1], [-0.5, 0.4, 0.1], [-0.2, 0.1, -0.1], [0.2, 0.0, -0.4], [-0.2, -0.2, 0.1], [0.2, 0.1, 0.0], [-0.3, 0.3, 0.0], [0.3, -0.4, 0.3], [0.4, -0.1, 0.3], [0.0, -0.1, -0.5], [-1.8, 0.1, 0.5], [0.8, 1.1, -0.9], [-0.8, -0.1, -0.1], [-1.8, 0.2, 4.0], [-0.1, 0.0, -0.6], [1.5, -1.7, -2.0], [1.8, 1.4, -1.6], [-0.6, -0.3, 0.1], [0.2, -0.2, 0.6], [0.7, 0.0, 0.0], [0.3, 0.1, -0.3], [0.1, -0.6, -0.4], [-0.4, -0.1, 0.1], [-0.3, -0.5, -0.3], [0.2, 0.4, 0.7]], "mulliken_charge": [-0.52, 0.38, -0.21, 0.64, -0.52, -0.37, -0.24, 0.30, 0.34, 0.17, -0.52, 0.18, -0.34, 0.41, -0.46, -0.06, -0.27, 0.32, 0.32, 0.36, -0.52, 0.82, -0.29, 0.66, -0.60, -0.28, -0.32, 0.32, 0.33, -0.10, -0.55, 0.28, -0.28, 0.70, -0.61, -0.22, -0.25, 0.29, 0.28, 0.36, -0.73, -0.24, -0.86, 1.11, -0.64, -0.66, -0.74, 0.31, 0.37, 0.28, 0.16, 0.42, 0.42, 0.45, 0.34, -0.77, 0.40, -0.96, 1.11, -0.70, -0.63, -0.35, 0.33, 0.38, 0.15, -0.34, 0.42, 0.49, 0.43, 0.05, 0.11, 0.00, -0.85, 1.03, -0.61, -0.69, -0.82, -0.26, 0.30, 0.11, -0.03, 0.60, 0.23, 0.31, 0.63]}

---

# 3
{"formula": "C24H36F5MnN3O5P", "method": "ωB97M-V/def2-TZVPD", "largest_force_ha_per_bohr": 0.0320, "s_squared": 3.809, "total_charge": 1, "homo_ev": [-12.19, -11.07], "total_energy_ha": -3468.0473, "multiplicity": 4, "gap_ev": [9.22, 8.69], "elements": ["Mn", "O", "C", "O", "C", "O", "O", "C", "C", "C", "P", "C", "C", "C", "C", "C", "C", "H", "H", "H", "H", "H", "H", "H", "H", "H", "H", "H", "H", "H", "H", "H", "H", "H", "H", "H", "H", "H", "F", "C", "C", "C", "F", "C", "F", "C", "F", "C", "F", "C", "N", "C", "C", "C", "O", "H", "H", "H", "H", "H", "H", "H", "H", "H", "C", "N", "C", "C", "N", "H", "H", "H", "H", "H", "H"], "coordinates": [[-0.370, -0.299, 0.684], [-0.819, -3.998, -1.064], [-0.195, -3.147, -0.528], [0.287, -2.009, -1.195], [0.276, -2.994, 0.978], [0.260, -3.981, 1.675], [0.665, -1.827, 1.266], [-4.135, 0.672, 2.170], [-3.811, 0.450, 0.696], [-3.781, -1.051, 0.387], [-2.174, 1.183, 0.134], [-2.568, 1.635, -1.647], [-3.708, 2.637, -1.823], [-2.832, 0.388, -2.495], [-1.998, 2.863, 0.932], [-1.435, 2.674, 2.339], [-1.006, 3.685, 0.110], [-5.068, 0.165, 2.411], [-4.268, 1.728, 2.389], [-3.349, 0.264, 2.801], [-4.589, 0.934, 0.097], [-2.839, -1.488, 0.737], [-3.878, -1.250, -0.676], [-4.598, -1.555, 0.897], [-1.641, 2.097, -2.001], [-4.675, 2.194, -1.596], [-3.727, 2.956, -2.864], [-3.577, 3.519, -1.205], [-3.880, 0.105, -2.453], [-2.238, -0.465, -2.162], [-2.596, 0.589, -3.537], [-2.973, 3.357, 0.981], [-0.572, 1.999, 2.282], [-2.169, 2.248, 3.014], [-1.104, 3.627, 2.744], [-0.106, 3.095, -0.071], [-0.728, 4.581, 0.659], [-1.421, 4.003, -0.841], [0.684, -4.120, -3.165], [0.470, -2.859, -3.512], [0.305, -1.858, -2.553], [0.218, -0.534, -2.992], [0.131, 0.415, -2.034], [0.227, -0.192, -4.334], [0.128, 1.082, -4.699], [0.336, -1.205, -5.288], [0.342, -0.904, -6.578], [0.465, -2.529, -4.871], [0.600, -3.490, -5.770], [-2.263, -3.046, 3.608], [-1.296, -2.180, 4.252], [-0.831, -2.625, 5.547], [-0.817, -1.107, 3.635], [0.273, -0.310, 4.300], [-1.301, -0.723, 2.545], [-3.174, -3.103, 4.206], [-1.842, -4.046, 3.492], [-2.503, -2.652, 2.624], [-1.565, -3.317, 5.955], [-0.734, -1.785, 6.232], [0.126, -3.145, 5.468], [-0.103, 0.172, 5.202], [0.611, 0.461, 3.605], [1.116, -0.946, 4.565], [3.896, 0.372, -1.790], [3.621, 0.254, -0.371], [4.631, -0.370, 0.461], [2.432, 0.482, 0.067], [1.355, 0.749, 0.418], [4.782, 0.988, -1.951], [3.048, 0.833, -2.292], [4.075, -0.618, -2.219], [5.533, 0.247, 0.482], [4.889, -1.354, 0.061], [4.256, -0.485, 1.477]], "atomic_forces_ev_per_a": [[-0.3, -0.3, 1.0], [0.2, 0.4, 0.5], [-0.1, -0.4, -0.1], [0.2, 0.1, 0.0], [-0.3, -1.4, -0.3], [-0.1, 0.1, -0.2], [0.8, 0.8, 0.3], [0.1, 0.1, -0.1], [0.4, -0.1, 0.0], [0.1, 0.1, -0.1], [-1.2, 1.1, -0.4], [0.3, -0.2, 0.2], [0.2, -0.1, 0.1], [0.1, 0.0, 0.1], [0.1, -0.4, 0.0], [0.0, -0.2, -0.1], [-0.2, -0.1, 0.0], [-0.1, 0.0, 0.0], [0.0, 0.1, 0.1], [0.0, 0.0, 0.1], [0.1, -0.1, 0.0], [-0.2, -0.1, 0.0], [0.0, -0.1, -0.1], [-0.1, -0.1, 0.0], [-0.1, -0.1, 0.1], [-0.1, 0.0, 0.0], [-0.1, 0.0, -0.1], [-0.1, 0.2, 0.0], [-0.1, -0.1, 0.0], [0.0, -0.1, -0.1], [0.0, 0.0, -0.1], [0.0, -0.1, -0.1], [0.0, 0.2, 0.2], [0.0, -0.1, 0.1], [0.0, 0.1, 0.1], [0.1, 0.1, 0.0], [0.1, 0.1, 0.1], [0.0, 0.0, -0.2], [0.0, 0.1, -0.1], [0.0, 0.3, 0.0], [-0.2, 0.1, -0.7], [0.1, -0.3, 0.1], [0.0, 0.0, -0.6], [0.0, -0.3, 0.2], [0.0, 0.0, 0.0], [0.0, -0.1, 0.4], [0.0, 0.0, 0.1], [-0.1, 0.3, 0.2], [0.0, 0.0, 0.0], [-0.3, -0.2, -0.4], [0.0, 0.3, -0.4], [0.3, 0.0, 0.4], [0.0, 0.0, 0.4], [0.0, 0.0, -0.3], [-0.1, 0.3, -0.8], [0.0, 0.0, 0.0], [0.0, 0.0, 0.0], [0.0, -0.1, 0.1], [0.0, 0.1, 0.0], [0.0, -0.1, 0.0], [0.0, 0.0, 0.0], [0.0, 0.0, 0.1], [0.0, -0.1, 0.1], [0.0, 0.0, 0.1], [0.1, 0.0, -0.6], [0.2, 0.0, -0.1], [0.4, -0.3, 0.4], [-0.8, 0.3, 0.2], [0.3, -0.1, -0.1], [0.0, 0.0, 0.0], [0.0, 0.0, 0.0], [0.0, 0.1, 0.0], [-0.1, 0.0, 0.0], [-0.1, 0.1, 0.0], [0.0, 0.0, -0.1]], "mulliken_charge": [1.27, -0.49, 0.30, 0.33, 0.43, -0.65, -0.59, -1.68, 0.74, -1.13, 0.54, 0.85, -1.76, -1.87, 0.13, -1.26, -1.48, 0.54, 0.38, 0.12, 0.46, -0.30, 0.18, 0.51, 0.54, 0.38, 0.48, 0.38, 0.42, 0.29, 0.42, 0.72, -0.03, 0.28, 0.54, 0.18, 0.48, 0.30, -0.30, 0.27, -0.18, 0.31, -0.13, -0.22, -0.33, 0.55, -0.29, 0.34, -0.28, -0.92, 0.33, -1.07, 1.05, -1.74, -0.42, 0.42, 0.42, 0.07, 0.38, 0.38, 0.32, 0.44, 0.20, 0.43, -0.87, 0.01, -0.92, 0.44, -0.53, 0.37, 0.21, 0.33, 0.34, 0.33, 0.31]}

---

multiplicity of number 3 (C24H36F5MnN3O5P)?
4